A single CH6N2O3 molecule. Source: the OMol25 dataset; level of theory: ωB97M-V with the def2-TZVPD basis set.

Each line ends with the natural charge from an NBO analysis.
Atoms and positions in Å:
N  -1.54168  0.30589  -0.94132  -0.627
N  -0.16296  -0.00303  -0.91164  -0.572
C  0.58394  -0.03199  0.36528  0.828
O  0.54052  1.12289  1.09912  -0.718
O  1.89282  -0.34741  0.01714  -0.712
O  -0.05309  -1.05796  1.03207  -0.715
H  -1.66594  1.23091  -0.53472  0.328
H  -2.02267  -0.33620  -0.30974  0.338
H  0.23217  -0.48765  -1.70731  0.389
H  -0.15311  1.75742  0.89188  0.491
H  2.39052  -0.47367  0.83433  0.488
H  -0.04052  -1.67919  0.16490  0.480

Output
HOMO-LUMO gap: 9.768 eV
SMILES string: NNC(O)(O)O
Highest occupied orbital energy: -9.1878 eV

***

A single C6H9N molecule. Source: the OMol25 dataset; level of theory: ωB97M-V with the def2-TZVPD basis set.

Each line ends with the natural charge from an NBO analysis.
Atoms and positions in Å:
C  0.34913  -0.69925  1.77622  -0.621
C  -0.08081  0.05279  0.51648  0.010
C  -1.54122  0.25175  -0.26219  -0.451
C  -0.48664  -0.68743  -0.70225  -0.294
C  0.67524  0.04731  -1.44122  -0.066
N  0.57649  1.49096  -1.37946  -0.564
C  1.05259  0.79643  -0.21342  -0.108
H  0.81887  -1.66334  1.51547  0.213
H  -0.46375  -0.93020  2.45517  0.224
H  1.11229  -0.15161  2.34012  0.217
H  -2.37260  -0.04811  0.36136  0.230
H  -1.97132  0.89302  -1.06272  0.221
H  -0.62849  -1.75599  -0.76738  0.215
H  1.33358  -0.45143  -2.13730  0.210
H  -0.38806  1.78839  -1.22708  0.355
H  2.01470  1.06670  0.22821  0.209

Output
HOMO-LUMO gap: 9.542 eV
SMILES string: C[C@]12C[C@H]1[C@H]1N[C@H]12
Highest occupied orbital energy: -8.4901 eV

***

A molecular structure, C39H24F2N8O2RuS. Source: the OMol25 dataset; level of theory: ωB97M-V with the def2-TZVPD basis set.

Each line ends with the Mulliken charge.
Atoms and positions in Å:
Ru  1.62713  -1.01318  -0.18948  -0.451
F  1.06887  -5.31964  3.02127  -0.305
C  1.85445  -4.37731  2.50358  0.208
C  1.26563  -3.32302  1.82928  -0.902
C  2.07290  -2.32728  1.29322  0.922
C  3.47245  -2.40468  1.49563  0.694
C  4.01385  -3.51895  2.14089  0.461
F  5.34224  -3.61999  2.27217  -0.327
C  3.22766  -4.52272  2.64564  -0.927
C  4.17003  -1.17198  1.17572  0.748
C  5.34871  -0.74005  1.83590  -1.349
C  5.69781  0.62456  1.81686  -0.557
C  4.84570  1.52277  1.26925  -1.147
C  3.59343  1.07650  0.60461  0.232
N  3.47437  -0.36420  0.38016  0.250
H  0.18672  -3.30923  1.74455  0.577
H  3.65571  -5.38157  3.14297  0.545
H  5.93990  -1.44608  2.39652  0.551
H  6.61262  0.94837  2.29544  0.463
H  5.03460  2.58777  1.31300  0.544
H  3.45684  1.60889  -0.34110  0.382
S  -1.90952  -6.34555  -4.05278  0.215
N  -0.34960  -5.96268  -4.00185  -0.658
C  -0.22748  -4.96682  -3.14078  0.726
C  1.01584  -4.31988  -2.76425  0.189
C  2.27272  -4.69200  -3.24768  -0.522
C  3.38638  -4.02754  -2.78696  -1.101
C  3.22977  -2.99335  -1.86995  -0.298
N  2.03885  -2.61779  -1.42009  0.584
C  0.93804  -3.27818  -1.84648  -0.039
C  -0.33118  -2.85801  -1.27166  0.206
N  -0.28515  -1.83547  -0.38788  0.492
C  -1.41177  -1.40290  0.16256  -0.560
C  -2.64363  -1.98099  -0.12193  -1.110
C  -2.70494  -3.03345  -1.00881  -0.688
C  -1.52787  -3.48638  -1.60534  -0.066
C  -1.46328  -4.57244  -2.56495  0.885
N  -2.49240  -5.27989  -2.99967  -0.653
H  2.34491  -5.50092  -3.96353  0.582
H  4.37801  -4.30071  -3.11767  0.482
H  4.08360  -2.45093  -1.48580  0.506
H  -1.32244  -0.57860  0.85862  0.654
H  -3.53568  -1.60233  0.35587  0.471
H  -3.64350  -3.51591  -1.25061  0.583
C  -7.59301  3.45953  1.58321  -0.826
O  -7.11240  4.69451  1.04072  -0.386
C  -5.83522  4.82674  0.73414  0.808
C  -4.87586  3.80247  0.87788  -0.813
C  -3.57033  4.04566  0.53658  0.079
C  -3.18957  5.31333  0.06139  0.140
C  -4.14583  6.33955  -0.05272  -0.334
C  -5.45164  6.09126  0.25212  -0.710
N  -1.87886  5.66280  -0.18490  -0.353
N  -0.90483  4.96843  -0.27563  -0.073
C  -0.58908  3.69258  -0.64850  -0.492
C  -1.08633  3.13068  -1.85338  -0.417
C  -0.62485  1.92217  -2.30291  -1.005
C  0.23942  1.14510  -1.49384  1.075
O  0.82812  0.06392  -1.86581  -0.752
C  0.58438  1.64902  -0.19563  0.057
N  1.25679  0.80050  0.60631  0.180
C  2.28039  1.38177  1.46101  -0.024
C  2.08306  2.82117  1.79620  -1.132
C  1.15006  3.57373  1.20153  -1.087
C  0.37458  3.00556  0.12541  1.157
H  -8.66230  3.58806  1.70099  0.248
H  -7.13674  3.26580  2.55415  0.363
H  -7.39822  2.63268  0.90023  0.343
H  -5.15801  2.83557  1.26571  0.441
H  -2.82543  3.27117  0.66706  0.485
H  -3.82914  7.31671  -0.39427  0.485
H  -6.21151  6.85416  0.15155  0.459
H  -1.77467  3.71150  -2.45407  0.543
H  -0.88611  1.56133  -3.28894  0.550
H  2.38326  0.78826  2.37262  0.424
H  2.73198  3.23827  2.55638  0.555
H  1.02661  4.61978  1.45093  0.525

Output
HOMO-LUMO gap (alpha / beta): 6.344 / 5.865 eV
Spin multiplicity: 5
Highest occupied orbital energy (alpha / beta): -12.4274 / -13.3724 eV
Total charge: +2
Expectation value of S²: 6.095

***

2 unconnected molecules or ions with the total composition C10H16. Source: the OMol25 dataset; level of theory: ωB97M-V with the def2-TZVPD basis set.

Each line ends with the natural charge from an NBO analysis.
Atoms and positions in Å:
C  -1.86255  3.19662  1.40894  -0.636
C  -1.36220  1.79849  1.03483  -0.609
H  -1.13967  3.60799  2.14909  0.219
H  -1.96076  3.90003  0.58074  0.224
H  -2.78396  3.21598  2.05409  0.225
H  -2.21504  1.01883  1.28926  0.197
H  -0.40190  1.40638  1.48568  0.192
H  -1.16212  1.80365  -0.02359  0.201
C  2.30619  -0.25903  -0.56238  -0.439
C  3.12586  -1.21490  0.13084  -0.603
C  0.79595  -0.86527  -0.70941  0.261
C  0.01656  -0.83226  0.46426  -0.133
C  0.30860  -1.35859  -1.93202  -0.231
C  -1.28653  -1.22936  0.37642  -0.214
C  -0.95935  -1.83598  -2.02015  -0.148
C  -1.76154  -1.75055  -0.82675  0.044
H  2.26839  0.74981  -0.10565  0.243
H  2.81038  -0.24938  -1.48815  0.235
H  2.54570  -1.80434  0.94982  0.207
H  0.59226  -0.38121  1.36105  0.267
H  0.95026  -1.12516  -2.83029  0.259
H  -2.01221  -1.26311  1.09330  0.247
H  -1.41881  -1.91620  -3.06959  0.272
H  -2.84591  -1.96130  -0.77949  0.246
H  4.02521  -0.73708  0.56660  0.254
H  3.42716  -1.91405  -0.59745  0.220

Output
HOMO-LUMO gap (alpha / beta): 10.014 / 6.049 eV
Spin multiplicity: 2
Highest occupied orbital energy (alpha / beta): -14.2638 / -14.2621 eV
Total charge: +1
Expectation value of S²: 0.767

***

A single C8H12FN molecule. Source: the OMol25 dataset; level of theory: ωB97M-V with the def2-TZVPD basis set.

Each line ends with the natural charge from an NBO analysis.
Atoms and positions in Å:
C  -1.35899  0.61619  3.03859  -0.607
C  0.02108  0.38448  2.29621  -0.476
C  0.06423  0.05139  0.81799  0.524
F  -1.19164  -0.42558  0.43022  -0.345
C  1.06212  0.20500  -0.04972  -0.257
C  2.30744  0.81149  0.31431  0.272
N  3.36179  1.21644  0.60078  -0.308
C  1.03938  -0.12919  -1.49292  -0.228
C  -0.13035  0.56083  -2.26541  -0.596
C  0.91007  -1.59994  -1.86623  -0.593
H  -2.04115  0.35168  2.24854  0.226
H  -1.45635  -0.05340  3.97544  0.224
H  -1.48943  1.64862  3.24556  0.212
H  0.53689  1.21646  2.53939  0.232
H  0.69240  -0.51444  2.74783  0.229
H  2.01001  0.39282  -1.74091  0.225
H  -0.03290  0.75154  -3.28088  0.215
H  -0.22972  1.50724  -1.83071  0.205
H  -1.11024  -0.01986  -2.14097  0.208
H  1.80672  -2.22715  -1.43076  0.213
H  0.66688  -1.84308  -2.83808  0.217
H  -0.08376  -1.90457  -1.30819  0.208

Output
HOMO-LUMO gap: 10.371 eV
SMILES string: CC/C(F)=C(\C#N)C(C)C
Highest occupied orbital energy: -9.7262 eV

***

A molecular structure, C44H38N7OPtS3. Source: the OMol25 dataset; level of theory: ωB97M-V with the def2-TZVPD basis set.

Each line ends with the Mulliken charge.
Atoms and positions in Å:
Pt  -0.41829  0.39765  -0.25519  -0.180
S  -1.76693  0.62003  6.67306  -0.188
C  -3.43883  0.67969  7.01977  -0.402
C  -4.18958  0.55953  5.89162  -0.793
C  -3.39510  0.41045  4.72591  -0.149
C  -2.05154  0.42548  4.98815  0.649
C  -0.94020  0.29982  4.04164  0.933
C  -1.18155  0.44800  2.68674  0.274
N  -0.23468  0.32144  1.75339  0.482
C  1.03594  -0.03701  2.15098  -0.679
C  1.37469  -0.14591  3.52200  0.929
C  2.75285  -0.46607  3.82738  -1.397
C  3.66118  -0.67621  2.85586  -0.974
C  3.30159  -0.62207  1.45364  0.266
C  4.16663  -0.84737  0.41291  -0.847
C  3.69383  -0.80212  -0.92473  1.173
C  2.35445  -0.54362  -1.13425  -0.688
N  1.47921  -0.32356  -0.13987  -0.306
C  1.94918  -0.32731  1.15630  0.510
C  4.58521  -1.03796  -2.06363  0.487
C  4.34542  -0.85469  -3.39870  -0.249
C  5.44776  -1.20127  -4.22059  -0.546
C  6.51355  -1.63908  -3.49724  -0.464
S  6.17962  -1.63433  -1.82222  -0.144
C  0.38219  0.02775  4.45707  -1.238
H  -3.77536  0.79864  8.03504  0.447
H  -5.26880  0.56702  5.89115  0.411
H  -3.81102  0.29103  3.73596  0.270
H  -2.17000  0.69691  2.33291  -0.676
H  3.04068  -0.53335  4.86842  0.466
H  4.68724  -0.90935  3.10852  0.471
H  5.20635  -1.06612  0.62193  0.461
H  1.93915  -0.54086  -2.13200  -0.002
H  3.41693  -0.46537  -3.78863  0.191
H  5.45095  -1.12250  -5.29654  0.397
H  7.47547  -1.96166  -3.85561  0.442
H  0.61860  -0.06801  5.50957  0.422
N  -1.04672  -2.71931  2.30255  -0.234
C  -0.72448  -2.88828  1.01136  0.232
S  -1.77041  -2.45535  -0.23257  -0.389
N  0.48990  -3.39424  0.71281  0.047
C  1.51340  -3.88283  1.55910  0.073
C  1.26428  -4.55390  2.75141  -0.198
C  2.33127  -5.00635  3.51574  -0.690
C  3.63736  -4.82305  3.09049  -0.606
C  3.87625  -4.19332  1.87653  -0.703
C  2.82186  -3.72260  1.11549  -0.278
H  -1.92502  -2.27349  2.50242  0.205
H  -0.35920  -2.79394  3.03457  0.197
H  0.69078  -3.37815  -0.27611  0.275
H  0.25333  -4.77272  3.06525  0.615
H  2.13127  -5.52765  4.44189  0.423
H  4.46089  -5.18517  3.68882  0.435
H  4.88925  -4.06245  1.51968  0.439
H  3.00742  -3.22617  0.17017  0.490
N  -0.50097  0.38751  -2.26872  0.248
C  -0.55896  0.35785  -3.41903  0.674
N  -0.62432  0.32209  -4.72289  -0.195
C  0.61551  0.19050  -5.50670  -0.584
C  1.07846  1.57188  -5.93617  -0.409
O  0.05153  2.24005  -6.63955  -0.439
C  -1.09493  2.43784  -5.83569  -0.321
C  -1.67868  1.10757  -5.39205  -0.735
H  0.38007  -0.42483  -6.37623  0.291
H  1.36356  -0.32747  -4.90805  0.295
H  1.93136  1.49910  -6.60929  0.425
H  1.37555  2.15850  -5.05468  0.278
H  -1.81488  2.98688  -6.44118  0.377
H  -0.83974  3.04416  -4.95519  0.263
H  -2.02017  0.52504  -6.24876  0.305
H  -2.51102  1.24364  -4.70201  0.496
C  -1.73292  4.95796  -2.81530  -0.528
C  -0.61145  4.46443  -2.15605  -0.855
C  -0.71452  3.36252  -1.32976  -0.143
C  -1.95958  2.74976  -1.13280  -0.012
C  -3.09136  3.25809  -1.79250  0.223
C  -2.96909  4.34738  -2.63502  -0.810
N  -2.05991  1.62495  -0.32132  -0.078
C  -3.26094  1.49254  0.39406  -1.035
C  -3.91668  0.26201  0.43630  0.140
C  -5.10861  0.15006  1.13232  -0.826
C  -5.63009  1.24352  1.81398  -0.559
C  -4.95828  2.46025  1.79858  -0.833
C  -3.78393  2.59548  1.08066  0.615
H  -1.64378  5.81873  -3.46396  0.444
H  0.34715  4.95076  -2.27769  0.449
H  0.14764  2.98101  -0.79628  0.433
H  -4.04919  2.77418  -1.66148  0.548
H  -3.84239  4.72498  -3.14841  0.430
H  -3.48694  -0.58795  -0.07227  0.405
H  -5.63058  -0.79723  1.14263  0.458
H  -6.55475  1.14607  2.36623  0.446
H  -5.35055  3.30557  2.34662  0.433
H  -3.24977  3.53598  1.06739  0.597

Output
HOMO-LUMO gap (alpha / beta): 5.129 / 5.158 eV
Spin multiplicity: 3
Highest occupied orbital energy (alpha / beta): -7.5271 / -9.8577 eV
Total charge: +1
Expectation value of S²: 2.058

***

Relative energy (zero: lowest compared OMol25 entry of this formula, charge and spin)? In order: 16.9 102.8 17.3 43.4 42.7 0.7 kcal per mole.